Entry 1:
Density functional theory data (wB97M-V/def2-TZVPD) for a 2-piece molecular cluster, C8H9N3O3 overall.

Results
Total charge = 0
Energy relative to the best compared isomer or geometry (same formula, charge and spin) = 102.34 kcal/mol
Highest occupied orbital energy = -8.22 eV
Frontier orbital gap = 8.294 eV

Geometry (Å):
C: 1.16 2.08 0.49
C: 1.57 0.96 1.26
C: 0.62 1.88 -0.75
C: 1.46 -0.34 0.83
C: -1.37 -0.98 -0.88
C: -2.09 -0.38 1.63
C: 0.41 0.59 -1.37
C: 0.93 -0.66 -0.52
N: -1.01 0.17 -1.47
N: -0.26 -1.47 -0.41
N: -1.28 -0.87 2.38
O: 0.06 -2.83 -0.38
O: -3.03 0.15 1.21
O: -1.93 1.14 -1.81
H: 1.60 3.08 0.67
H: 2.03 1.06 2.21
H: 0.40 2.65 -1.49
H: 2.05 -1.07 1.21
H: 0.90 0.58 -2.44
H: 1.66 -1.31 -1.10
H: -0.66 -3.47 -0.26
H: -0.59 -1.61 2.39
H: -2.64 0.64 -1.39


Entry 2:
Density functional theory data (wB97M-V/def2-TZVPD) for C5H7CsO4 as an isolated structure.

Results
Total charge = 0
Energy relative to the best compared isomer or geometry (same formula, charge and spin) = 0.00 kcal/mol
Highest occupied orbital energy = -6.50 eV
Frontier orbital gap = 5.495 eV

Geometry (Å):
O: -0.19 -0.84 -1.15
C: -0.94 -1.76 -0.65
O: -2.16 -1.56 -0.46
O: -0.28 -2.63 0.09
Cs: -3.81 1.32 -2.84
C: -2.00 5.06 -0.92
O: -2.94 4.66 -1.55
H: -1.92 6.12 -0.63
H: -1.21 4.36 -0.56
C: 1.24 -2.25 -0.01
C: 1.66 -1.36 1.12
C: 2.45 -1.74 2.12
H: 1.71 -1.95 -0.96
H: 1.67 -3.25 0.12
H: 1.23 -0.35 1.12
H: 2.73 -1.05 2.92
H: 2.77 -2.78 2.23


Entry 3:
Density functional theory data (wB97M-V/def2-TZVPD) for one molecule with the formula C6H11NO.

Results
Total charge = 0
Energy relative to the best compared isomer or geometry (same formula, charge and spin) = 55.84 kcal/mol
Highest occupied orbital energy = -8.34 eV
Frontier orbital gap = 9.123 eV

Geometry (Å):
C: -0.01 0.25 1.77
C: 1.31 0.99 -0.80
C: -1.10 0.99 -1.60
C: 0.12 -1.08 1.05
C: -0.15 0.94 -0.44
C: -0.93 -1.83 0.71
O: 1.42 -1.44 0.80
N: -0.68 0.99 0.72
H: 1.43 -2.30 0.37
H: 0.98 0.62 2.07
H: -0.67 0.21 2.63
H: 1.96 1.01 0.07
H: 1.58 0.12 -1.40
H: -2.13 1.03 -1.24
H: -0.91 1.83 -2.27
H: -0.96 0.06 -2.16
H: 1.49 1.87 -1.41
H: -0.83 -2.70 0.09
H: -1.92 -1.56 1.03


Entry 4:
Density functional theory data (wB97M-V/def2-TZVPD) for C36H38O5P2PdS4Si as an isolated structure.

Results
Total charge = 0
Energy relative to the best compared isomer or geometry (same formula, charge and spin) = 121.43 kcal/mol
Highest occupied orbital energy (alpha / beta) = -7.22 / -7.02 eV
Frontier orbital gap (alpha / beta) = 5.083 / 4.991 eV

Geometry (Å):
Pd: 0.18 -0.46 -1.50
O: -0.68 0.84 0.27
P: -1.23 -0.11 1.27
C: -0.51 -1.81 1.18
P: 1.34 -1.79 1.11
O: 1.87 -1.37 -0.21
C: 1.91 -0.68 2.42
C: 2.51 0.51 2.05
C: 3.00 1.38 3.01
C: 2.88 1.05 4.35
C: 2.28 -0.14 4.73
C: 1.81 -1.01 3.77
C: 1.91 -3.45 1.56
C: 3.03 -3.90 0.86
C: 3.65 -5.07 1.23
C: 3.16 -5.80 2.31
C: 2.04 -5.37 2.99
C: 1.41 -4.19 2.62
C: -3.02 -0.42 1.16
C: -3.64 -1.46 1.84
C: -5.01 -1.63 1.74
C: -5.76 -0.79 0.94
C: -5.14 0.25 0.25
C: -3.78 0.45 0.39
C: -0.93 0.57 2.93
C: -0.45 1.87 2.96
C: -0.26 2.53 4.16
C: -0.57 1.88 5.34
C: -1.06 0.59 5.32
C: -1.25 -0.07 4.12
H: -0.87 -2.27 0.24
H: -0.84 -2.41 2.03
H: 2.60 0.75 1.00
H: 3.47 2.30 2.72
H: 3.26 1.72 5.11
H: 2.19 -0.40 5.78
H: 1.37 -1.96 4.06
H: 3.38 -3.32 0.03
H: 4.52 -5.42 0.69
H: 3.65 -6.72 2.60
H: 1.66 -5.94 3.83
H: 0.52 -3.87 3.14
H: -3.06 -2.15 2.44
H: -5.49 -2.43 2.28
H: -6.82 -0.94 0.84
H: -5.72 0.89 -0.40
H: -3.28 1.26 -0.12
H: -0.22 2.36 2.02
H: 0.12 3.54 4.17
H: -0.43 2.39 6.28
H: -1.30 0.09 6.25
H: -1.64 -1.07 4.11
S: -0.63 -3.85 -4.61
C: -0.78 -2.34 -3.68
S: -0.40 -2.98 -2.05
S: 0.52 -1.14 -4.01
C: -0.83 4.56 -5.89
C: -1.17 3.28 -5.19
C: -1.09 3.19 -3.80
C: -1.40 2.01 -3.15
C: -1.81 0.92 -3.90
C: -1.91 0.99 -5.28
C: -1.56 2.17 -5.92
S: -2.52 -0.48 -3.07
O: -2.06 -1.80 -3.84
O: -3.93 -0.39 -3.24
O: -2.07 -0.55 -1.70
H: -0.48 5.31 -5.19
H: -1.71 4.94 -6.42
H: -0.06 4.38 -6.64
H: -0.78 4.05 -3.23
H: -1.36 1.94 -2.07
H: -2.25 0.13 -5.83
H: -1.62 2.23 -7.00
C: 3.64 0.59 -1.77
Si: 1.86 1.34 -2.05
C: 1.78 2.96 -0.93
C: 2.09 2.03 -3.86
H: 4.35 1.37 -1.50
H: 3.97 0.13 -2.69
H: 3.67 -0.17 -1.00
H: 2.78 3.33 -0.74
H: 1.30 2.78 0.03
H: 1.22 3.74 -1.43
H: 3.05 2.53 -3.91
H: 1.33 2.75 -4.15
H: 2.08 1.23 -4.58


Entry 5:
Density functional theory data (wB97M-V/def2-TZVPD) for a 8-piece molecular cluster, C23H58Cl9N5O5 overall.

Results
Total charge = 0
Energy relative to the best compared isomer or geometry (same formula, charge and spin) = 0.00 kcal/mol
Highest occupied orbital energy = -9.15 eV
Frontier orbital gap = 9.653 eV

Geometry (Å):
C: -4.24 2.66 1.06
Cl: -2.89 3.11 0.04
Cl: -3.87 3.17 2.73
Cl: -4.49 0.82 1.07
H: -5.19 3.16 0.79
C: 0.69 3.40 4.60
Cl: 0.99 5.11 4.22
Cl: -0.78 3.23 5.48
Cl: 2.00 2.71 5.54
H: 0.67 2.83 3.68
C: -0.03 0.66 0.72
Cl: -0.17 -1.08 0.44
Cl: 1.66 1.09 0.88
Cl: -0.88 0.99 2.26
H: -0.54 1.18 -0.08
C: 2.10 3.17 -4.10
C: 1.25 1.99 -3.67
C: 2.13 0.81 -3.51
O: 1.43 -0.30 -2.97
C: 2.38 -1.34 -2.85
N: 0.51 2.38 -2.46
H: 2.58 3.35 -3.11
H: 1.43 4.03 -4.28
H: 2.80 3.01 -4.90
H: 0.48 1.80 -4.46
H: 2.92 1.02 -2.80
H: 2.66 0.51 -4.47
H: 1.97 -2.04 -2.15
H: 3.34 -0.92 -2.51
H: 2.54 -1.91 -3.73
H: 1.11 2.74 -1.71
H: -0.03 1.57 -2.08
C: 1.87 -7.15 -3.47
C: 2.71 -7.32 -2.21
C: 1.95 -6.74 -0.99
O: 1.69 -5.40 -1.27
C: 1.07 -4.65 -0.25
N: 3.02 -8.69 -1.95
H: 2.33 -7.58 -4.38
H: 1.80 -6.10 -3.68
H: 0.85 -7.50 -3.35
H: 3.56 -6.68 -2.35
H: 2.52 -6.72 -0.02
H: 0.98 -7.26 -0.87
H: 0.90 -3.65 -0.68
H: 1.74 -4.41 0.65
H: 0.10 -5.08 0.09
H: 3.73 -9.01 -2.62
H: 3.35 -8.81 -0.99
C: 0.11 5.47 0.34
C: 1.54 6.11 0.34
C: 2.64 5.12 0.67
O: 2.62 4.07 -0.34
C: 3.89 3.49 -0.45
N: 1.71 6.74 -0.98
H: -0.62 6.29 0.12
H: -0.12 4.89 1.25
H: 0.18 4.78 -0.47
H: 1.56 6.92 1.09
H: 2.46 4.64 1.62
H: 3.60 5.66 0.56
H: 3.74 2.65 -1.13
H: 4.33 3.08 0.48
H: 4.68 4.20 -0.79
H: 0.85 7.31 -1.24
H: 1.60 5.91 -1.61
C: -1.82 -0.12 7.55
C: -2.59 0.56 6.40
C: -3.72 -0.32 5.98
O: -3.39 -1.59 5.41
C: -2.90 -1.52 4.12
N: -3.07 1.90 6.80
H: -2.53 -0.47 8.34
H: -1.02 0.53 8.02
H: -1.34 -1.03 7.18
H: -1.93 0.63 5.51
H: -4.26 0.30 5.30
H: -4.35 -0.60 6.82
H: -2.00 -0.91 4.15
H: -3.64 -1.18 3.37
H: -2.67 -2.55 3.78
H: -3.99 2.17 6.48
H: -3.19 1.95 7.82
C: -3.81 0.02 -2.86
C: -2.51 -0.75 -2.36
C: -2.24 -2.00 -3.21
O: -1.07 -2.65 -2.72
C: -0.66 -3.68 -3.65
N: -1.38 0.15 -2.26
H: -3.82 0.94 -2.29
H: -4.66 -0.61 -2.83
H: -3.67 0.26 -3.89
H: -2.56 -1.17 -1.35
H: -2.03 -1.79 -4.28
H: -3.17 -2.61 -2.99
H: 0.25 -4.20 -3.27
H: -0.33 -3.20 -4.56
H: -1.47 -4.37 -3.85
H: -0.49 -0.36 -2.35
H: -1.43 0.77 -3.08


Entry 6:
Density functional theory data (wB97M-V/def2-TZVPD) for C4H13NO as an isolated structure.

Results
Total charge = 0
Energy relative to the best compared isomer or geometry (same formula, charge and spin) = 39.71 kcal/mol
Highest occupied orbital energy = -8.31 eV
Frontier orbital gap = 9.158 eV

Geometry (Å):
C: 0.31 1.42 -1.70
C: -0.76 1.32 -0.62
N: -0.88 -0.04 -0.15
C: -1.64 -0.26 1.08
H: 0.05 0.88 -2.61
H: 0.53 2.43 -1.93
H: 1.22 1.01 -1.30
H: -0.42 1.97 0.19
H: -1.69 1.73 -0.99
H: 0.41 -0.40 0.03
H: -1.12 -0.71 -0.98
H: -1.27 0.40 1.86
H: -1.50 -1.31 1.38
H: -2.71 -0.07 0.97
C: 1.92 -1.74 1.04
O: 1.51 -0.85 0.02
H: 2.98 -1.89 0.84
H: 1.72 -1.26 2.00
H: 1.32 -2.63 0.90


Entry 7:
Density functional theory data (wB97M-V/def2-TZVPD) for a 2-piece molecular cluster, C4H12N2O overall.

Results
Total charge = 0
Energy relative to the best compared isomer or geometry (same formula, charge and spin) = 66.16 kcal/mol
Highest occupied orbital energy = -8.28 eV
Frontier orbital gap = 8.961 eV

Geometry (Å):
C: -0.27 0.23 3.55
C: 0.39 -0.53 2.40
C: -0.35 -0.27 1.05
C: -1.45 -0.24 -1.71
H: 0.40 0.14 4.44
H: -1.24 -0.27 3.93
H: -0.47 1.29 3.41
H: 0.38 -1.67 2.61
H: 1.44 -0.28 2.26
H: -1.39 0.02 1.07
H: 0.34 0.67 -1.85
H: -2.05 -0.63 -0.87
H: -2.07 0.47 -2.37
H: -1.14 -1.04 -2.41
H: 1.10 -0.52 -3.58
H: 1.58 0.79 -4.13
N: 0.33 0.04 0.02
N: -0.37 0.56 -1.11
O: 1.69 0.21 -3.32


Entry 8:
Density functional theory data (wB97M-V/def2-TZVPD) for one molecule with the formula C21H25NO3.

Results
Total charge = 0
Energy relative to the best compared isomer or geometry (same formula, charge and spin) = 43.81 kcal/mol
Highest occupied orbital energy = -7.98 eV
Frontier orbital gap = 8.535 eV

Geometry (Å):
C: -0.09 4.26 3.25
C: -1.19 3.58 2.45
H: -1.90 3.10 3.13
H: -1.75 4.31 1.87
C: -0.64 2.50 1.50
C: 0.21 3.14 0.43
C: 1.59 3.10 0.49
C: 2.36 3.71 -0.49
C: 1.75 4.38 -1.53
C: 0.37 4.43 -1.60
C: -0.40 3.82 -0.62
H: -1.48 3.86 -0.67
H: -0.12 4.95 -2.41
H: 2.35 4.86 -2.30
H: 3.44 3.67 -0.43
H: 2.08 2.58 1.31
C: -1.81 1.75 0.87
O: -2.97 2.07 1.07
N: -1.50 0.71 0.05
C: -0.18 0.23 -0.28
C: -0.12 -1.28 -0.34
C: 1.12 -1.88 -0.50
C: 1.27 -3.26 -0.57
C: 0.12 -4.07 -0.48
C: -1.11 -3.45 -0.33
C: -1.26 -2.07 -0.27
C: -2.61 -1.44 -0.11
C: -2.57 0.00 -0.62
H: -3.50 0.52 -0.41
H: -2.38 0.01 -1.70
H: -3.36 -2.01 -0.66
H: -2.90 -1.43 0.94
H: -1.98 -4.09 -0.27
O: 0.05 -5.43 -0.52
C: 1.21 -6.22 -0.64
H: 1.89 -6.07 0.20
H: 0.85 -7.25 -0.63
H: 1.74 -6.03 -1.58
O: 2.49 -3.87 -0.72
C: 3.64 -3.06 -0.83
H: 4.47 -3.76 -0.95
H: 3.59 -2.40 -1.70
H: 3.80 -2.47 0.08
H: 1.98 -1.24 -0.56
H: 0.54 0.58 0.46
H: 0.12 0.64 -1.25
H: -0.04 1.80 2.09
H: 0.46 3.53 3.85
H: -0.51 5.00 3.92
H: 0.61 4.76 2.58


Entry 9:
Density functional theory data (wB97M-V/def2-TZVPD) for an isolated ion of composition C13H17N2 and charge +1.

Results
Total charge = +1
Energy relative to the best compared isomer or geometry (same formula, charge and spin) = 137.91 kcal/mol
Highest occupied orbital energy = -11.37 eV
Frontier orbital gap = 7.323 eV

Geometry (Å):
C: 0.31 -3.22 -1.59
C: 0.73 -2.22 -2.52
C: -0.90 -3.28 -1.11
C: 0.19 -1.02 -2.52
C: -1.84 -2.09 -1.34
C: -1.02 -0.78 -1.64
C: -1.67 2.05 0.78
C: -1.80 1.51 -0.63
C: -0.92 1.72 1.83
C: -1.27 0.43 -1.18
C: 0.32 0.72 1.88
C: 1.56 1.52 1.39
C: 1.87 2.77 2.01
N: 2.26 0.99 0.40
N: 0.38 -0.55 1.20
H: 0.97 -4.08 -1.48
H: 1.63 -2.32 -3.23
H: -1.25 -4.00 -0.49
H: 0.49 -0.20 -3.23
H: -2.42 -2.29 -2.29
H: -2.59 2.58 0.94
H: -2.73 1.91 -1.17
H: -1.10 2.20 2.70
H: 0.38 0.62 3.03
H: 1.61 2.62 3.06
H: 1.18 3.61 1.77
H: 2.92 3.09 1.88
H: -2.48 -1.86 -0.55
H: 2.14 0.01 0.26
H: -0.19 -1.29 1.66
H: 3.13 1.35 0.01
H: 0.10 -0.50 0.16


Entry 10:
Density functional theory data (wB97M-V/def2-TZVPD) for a 3-piece molecular cluster, C20H21FNO6PS2 overall.

Results
Total charge = 0
Highest occupied orbital energy = -7.68 eV
Frontier orbital gap = 8.151 eV

Geometry (Å):
F: 2.06 -0.02 -0.19
C: 0.77 0.02 -0.54
C: -0.08 0.95 0.02
C: -1.42 0.98 -0.31
C: -1.91 0.06 -1.22
C: -1.05 -0.88 -1.79
C: 0.31 -0.92 -1.45
P: 1.42 -2.12 -2.21
S: 2.24 -1.54 -3.89
S: -1.78 -2.01 -2.96
C: -3.33 -2.28 -2.13
C: -3.91 -3.54 -2.07
C: -5.12 -3.70 -1.41
C: -5.71 -2.60 -0.81
C: -5.13 -1.34 -0.86
C: -3.92 -1.18 -1.53
N: -3.27 0.07 -1.60
H: 0.30 1.67 0.74
H: -2.10 1.70 0.13
H: 2.41 -2.45 -1.29
H: 0.64 -3.27 -2.40
H: -3.39 -4.36 -2.54
H: -5.55 -4.69 -1.36
H: -6.65 -2.71 -0.27
H: -5.62 -0.50 -0.40
H: -3.78 0.78 -1.08
C: 6.92 -1.96 0.95
C: 5.70 -2.65 1.51
C: 5.88 -4.12 1.80
O: 4.56 -4.64 1.61
C: 3.93 -3.83 0.73
O: 2.90 -4.08 0.19
O: 4.64 -2.69 0.53
H: 7.16 -2.34 -0.04
H: 6.74 -0.89 0.85
H: 7.77 -2.10 1.61
H: 5.32 -2.12 2.38
H: 6.22 -4.31 2.82
H: 6.56 -4.61 1.10
C: -0.43 6.77 0.72
C: -1.76 6.17 1.13
C: -1.76 5.49 2.48
O: -2.76 4.48 2.32
C: -2.82 4.18 1.00
O: -3.40 3.24 0.55
O: -2.12 5.07 0.27
H: 0.31 5.98 0.56
H: -0.53 7.32 -0.21
H: -0.07 7.45 1.49
H: -2.55 6.92 1.07
H: -2.02 6.16 3.30
H: -0.81 5.00 2.71


Entry 11:
Density functional theory data (wB97M-V/def2-TZVPD) for C13H25BMgN2O8S as an isolated structure.

Results
Total charge = -2
Energy relative to the best compared isomer or geometry (same formula, charge and spin) = 2.33 kcal/mol
Highest occupied orbital energy = -1.30 eV
Frontier orbital gap = 5.775 eV

Geometry (Å):
Mg: 0.99 0.00 -1.24
N: 2.32 -1.92 -1.27
C: 2.60 -2.13 -2.68
C: 2.55 -0.88 -3.55
O: 3.12 -0.94 -4.68
N: 1.72 -0.01 -3.11
C: 1.47 1.18 -3.88
C: 0.48 2.12 -3.17
O: 0.09 3.07 -3.82
O: 0.21 1.85 -1.95
H: 1.64 -2.59 -0.99
H: 3.21 -1.96 -0.78
H: 3.59 -2.63 -2.87
H: 1.92 -2.81 -3.17
H: 2.37 1.68 -4.17
H: 1.09 0.96 -4.87
C: -3.39 2.82 -3.22
S: -4.07 2.54 -1.60
C: -3.14 1.00 -1.21
O: -5.49 2.12 -1.87
H: -3.46 1.87 -3.72
H: -2.32 3.16 -3.24
H: -4.03 3.53 -3.66
H: -2.07 1.22 -1.11
H: -3.46 0.28 -2.00
H: -3.52 0.60 -0.28
O: -0.06 -3.43 -0.79
C: -0.83 -2.46 -0.73
O: -0.65 -1.28 -1.22
H: -1.71 -2.61 -0.13
C: -0.98 0.90 4.00
C: -0.21 0.04 2.97
C: -1.04 -1.08 2.40
O: 0.06 0.89 1.77
B: 1.21 0.31 1.15
O: 1.85 -0.57 2.05
C: 1.27 -0.28 3.36
C: 2.05 0.77 4.11
C: 1.32 -1.64 4.20
H: -1.92 1.05 3.50
H: -0.40 1.83 4.00
H: -1.26 0.32 4.87
H: -1.77 -0.56 1.80
H: -1.46 -1.86 3.09
H: -0.40 -1.67 1.61
H: 1.98 1.72 3.57
H: 3.07 0.52 4.17
H: 1.55 0.79 5.15
H: 0.55 -2.35 3.81
H: 1.04 -1.48 5.27
H: 2.32 -1.98 4.12


Entry 12:
Density functional theory data (wB97M-V/def2-TZVPD) for a 2-piece molecular cluster, CH2F2O3 overall.

Results
Total charge = 0
Energy relative to the best compared isomer or geometry (same formula, charge and spin) = 53.12 kcal/mol
Highest occupied orbital energy = -9.41 eV
Frontier orbital gap = 9.511 eV

Geometry (Å):
C: 2.56 -0.21 -0.52
O: 1.70 -0.85 -1.02
O: -0.41 0.02 0.50
O: 0.52 0.76 1.36
F: 3.46 -0.70 0.32
F: 2.91 0.99 -0.88
H: -0.07 -0.94 0.78
H: -0.28 0.07 -0.56


Question: Among the records above, which one has the lowest total charge?
Answer: C13H25BMgN2O8S